The molecule C5H8N2 in a non-equilibrium geometry, computed with the ωB97M-V functional and the def2-TZVPD basis.

As for the HOMO energy: -0.348 Ha. The frontier orbital gap comes out at 0.3506 Eh. The value obtained for the energy relative to the best compared isomer or geometry (same formula, charge and spin) is 78.0 kcal per mole.

The geometry in ORCA input format:
```
! RIJCOSX wB97M-V def2-TZVPD def2/J DEFGRID3
* xyz 0 1
C -1.867 -0.927 0.348
C -0.695 -0.196 -0.261
C -0.482 1.255 -0.049
N 0.317 0.277 0.675
C 1.713 0.232 0.345
C 2.153 -1.058 -0.326
N 2.532 -0.875 -1.415
H -2.144 -0.471 1.305
H -1.623 -1.978 0.531
H -2.737 -0.888 -0.316
H -0.344 -0.590 -1.220
H -0.001 1.814 -0.856
H -1.159 1.837 0.570
H 1.996 0.968 -0.449
H 2.367 0.420 1.189
*
```